Density functional theory data (ωB97M-V/def2-TZVPD) for 10 unconnected molecules or ions with the total composition C10H36N18O12 at a distorted geometry.

Output
Relative energy (zero: lowest compared OMol25 entry of this formula, charge and spin) = 85.8 kJ/mol
Net charge = -2
E_HOMO = -4.0 eV
Spin multiplicity = 1
Frontier orbital gap = 0.2820 Eh
LUMO level = 0.1351 Eh

```
76
Properties=species:S:1:pos:R:3:forces:R:3
C -17.66804 12.38067 -16.85845 0.635 -1.163 -0.889
O -16.91914 11.42202 -17.33561 -0.498 0.318 0.504
O -17.14534 13.57492 -16.86779 -0.727 0.082 0.428
O -18.84794 12.13154 -16.41321 0.329 0.559 0.176
C -21.03790 15.10705 -16.71744 0.069 1.140 -0.634
O -21.72086 16.11218 -16.90288 -0.057 -0.274 0.092
N -20.67534 14.68167 -15.47263 -0.083 -0.905 -0.606
N -20.49422 14.38162 -17.74976 -0.103 -0.905 0.975
H -20.13518 13.82895 -15.41613 0.133 0.146 0.217
H -20.94981 15.20244 -14.66657 -0.062 0.094 -0.029
H -20.63966 14.60897 -18.71171 -0.282 0.268 0.098
H -20.06416 13.49684 -17.49632 0.337 0.052 -0.254
C -20.33989 8.42608 -14.39866 1.311 -0.329 -0.286
O -20.73921 7.41771 -13.82800 -0.517 0.550 -0.006
N -20.57228 8.67121 -15.72196 -0.149 0.231 -0.285
N -19.48120 9.31172 -13.77726 -0.913 -0.418 0.598
H -21.13962 8.03281 -16.25556 -0.068 -0.093 0.254
H -20.24539 9.49918 -16.19892 0.123 0.071 0.535
H -19.52083 9.27290 -12.77443 0.224 -0.035 -0.035
H -18.91781 10.02119 -14.19740 -0.330 0.324 -0.493
C -18.06280 17.14148 -16.47132 -1.873 -0.552 -1.047
O -18.39310 18.32123 -16.57443 0.791 -0.367 0.600
N -17.97412 16.38714 -15.31991 0.552 0.611 -0.584
N -17.98499 16.29228 -17.56045 0.753 0.360 0.519
H -18.13087 16.79042 -14.41891 0.257 0.098 0.032
H -17.49526 15.50966 -15.45673 -0.145 -0.202 0.640
H -17.93133 15.29860 -17.37822 0.029 -0.229 -0.237
H -18.11712 16.61365 -18.49737 -0.089 0.346 0.091
C -16.93029 12.97566 -13.07636 0.562 0.580 -0.081
O -16.53955 12.93634 -11.91006 -0.253 0.134 -0.459
N -16.11846 13.28718 -14.14049 -0.893 -0.507 0.834
N -18.26150 12.76624 -13.41176 0.936 -0.338 0.237
H -15.19544 13.62276 -13.94161 0.136 -0.215 -0.145
H -16.51090 13.26410 -15.07571 0.386 0.462 -0.167
H -18.86279 13.06266 -12.66458 -0.391 -0.204 -0.246
H -18.50863 12.82186 -14.39262 -0.431 0.098 0.001
C -15.87670 12.44670 -20.59401 0.212 0.476 0.131
O -15.78415 12.52711 -21.82024 -0.083 -0.229 0.249
N -15.34978 11.44060 -19.83866 -0.079 0.073 -0.042
N -16.46896 13.41549 -19.83053 -0.097 -0.083 -0.247
H -14.91090 10.66467 -20.29203 -0.042 -0.007 -0.109
H -15.61846 11.40274 -18.86178 -0.094 -0.176 0.083
H -16.51570 13.38122 -18.81828 -0.088 -0.077 -0.016
H -16.89090 14.18521 -20.31180 0.047 0.012 -0.067
C -23.47756 8.97294 -18.10415 0.219 0.743 1.095
O -22.90982 7.95588 -17.71735 -0.541 -0.012 -0.470
N -24.77964 9.02934 -18.53147 0.550 -0.472 0.043
N -22.88893 10.20567 -17.94953 -0.208 -0.719 -0.263
H -25.30308 8.17646 -18.48831 -0.092 0.022 -0.281
H -25.13425 9.85537 -18.96957 -0.242 -0.054 0.015
H -21.92582 10.16079 -17.66206 0.022 0.385 -0.231
H -23.23520 10.99300 -18.46448 0.258 0.220 0.072
C -13.56954 14.01954 -16.61347 -0.771 0.851 1.181
O -12.51708 14.50560 -16.19582 0.197 -0.664 -0.636
N -13.90170 12.68550 -16.56831 0.324 -0.030 -0.097
N -14.60125 14.81300 -17.03135 0.012 -0.117 -0.328
H -14.87991 12.42487 -16.56571 -0.074 -0.038 -0.282
H -13.29299 12.08313 -16.04326 0.063 0.126 0.072
H -14.45032 15.79731 -17.13530 0.203 0.016 0.182
H -15.55271 14.46135 -17.07874 0.057 -0.185 -0.151
C -15.63827 8.87765 -15.08594 -0.487 -1.394 1.175
O -15.27011 7.84863 -14.51141 0.453 0.684 -0.292
N -16.53496 9.74586 -14.52672 0.700 0.636 -1.758
N -15.25849 9.22315 -16.34653 0.386 0.390 -1.016
H -16.87086 10.37297 -15.24944 -0.514 0.531 0.629
H -16.99291 9.61531 -13.65205 0.045 -0.428 0.074
H -14.43673 8.84564 -16.77566 -0.003 -0.571 0.407
H -15.73045 9.91352 -16.92340 -0.311 0.252 0.632
C -19.67559 8.38440 -20.06974 1.034 -1.245 0.806
O -20.23848 7.77658 -20.97290 -0.164 0.589 0.181
N -18.37609 8.86589 -20.19746 -1.261 -0.091 0.180
N -20.11787 8.40478 -18.76327 -0.362 0.391 -0.739
H -18.05607 8.77012 -21.14550 0.338 0.621 0.101
H -18.09898 9.61322 -19.56677 0.394 -0.107 -0.577
H -19.59636 8.93264 -18.08409 0.016 -0.180 0.027
H -21.05828 8.08601 -18.54849 0.281 0.078 -0.081
```
Positions in Å, forces in eV/Å.



Density functional theory data (ωB97M-V/def2-TZVPD) for 8 unconnected molecules or ions with the total composition C10H36N2O8 at a distorted geometry.

Output
Relative energy (zero: lowest compared OMol25 entry of this formula, charge and spin) = 184.9 kJ/mol
Net charge = 0
E_HOMO = -8.9 eV
Spin multiplicity = 1
Structure (SMILES) = NC(N)=O.CCO.CCO.CO.CO.CO.CO.CO
Frontier orbital gap = 0.3285 Eh
LUMO level = -0.0003 Eh

```
56
Properties=species:S:1:pos:R:3:forces:R:3
N 1.05262 0.03063 -1.22852 0.320 2.852 -2.511
C 0.63262 -0.83237 -0.35852 3.079 -4.342 4.154
N -0.68638 -0.85637 -0.28252 -3.240 -0.797 0.858
O 1.45962 -1.60638 0.39748 -3.776 3.158 -3.129
H 2.01862 0.09362 -1.36352 1.745 0.055 0.285
H 0.48162 0.83762 -1.61652 0.330 -1.467 0.849
H -1.24838 -1.54338 0.25948 0.971 0.579 -0.345
H -1.29838 -0.26237 -0.86352 1.071 -0.670 0.165
C 0.72962 2.93163 -3.41052 -1.718 -0.220 -0.345
C -0.59438 3.04563 -2.66052 1.279 1.027 0.756
O -0.76638 1.92162 -1.89352 0.081 -2.563 1.138
H 0.53062 2.21862 -4.20552 0.470 -0.387 -0.023
H 1.51162 2.61362 -2.76152 0.450 -0.361 0.443
H 1.03962 3.82862 -3.89052 0.099 0.959 -0.238
H -1.44238 3.09263 -3.25752 -1.273 0.658 -1.850
H -0.66738 3.81363 -1.91652 0.447 1.467 -0.161
H -1.69338 1.76063 -1.70552 -0.345 -0.186 0.007
C -0.62038 0.61463 4.24148 -0.356 -1.659 -0.466
C -0.58538 -0.13038 2.87948 0.512 3.678 1.071
O -0.17938 0.88762 1.95048 -0.231 -0.188 -0.451
H 0.35362 0.96862 4.54048 0.315 0.099 -0.103
H -0.99638 -0.05738 5.02648 0.081 0.161 -0.117
H -1.29738 1.43962 4.14948 -0.344 0.559 0.016
H -1.50738 -0.55138 2.64448 -2.100 -0.412 -0.509
H 0.07462 -0.91037 2.86348 2.031 -1.957 0.095
H -0.12238 0.50463 1.05348 -0.130 0.190 0.933
C -1.68338 -3.40837 1.97648 1.110 -1.241 0.175
O -2.43038 -2.60638 1.16248 -1.228 1.904 -1.349
H -0.65938 -3.43937 1.60348 -0.122 -0.261 -0.359
H -2.14938 -4.36038 2.02148 0.050 -1.389 -0.088
H -1.57338 -3.11038 2.97748 -0.156 1.039 1.562
H -3.33738 -2.46837 1.46148 0.341 -0.247 0.165
C -1.03738 -1.97638 -3.13052 0.230 -1.256 2.144
O 0.24962 -1.50538 -3.40652 0.507 1.151 0.477
H -0.95038 -2.76338 -2.30852 -0.441 0.858 -0.740
H -1.43638 -2.49938 -3.96552 -0.198 -0.223 -1.012
H -1.77338 -1.22737 -2.79752 0.289 0.050 -0.191
H 0.58862 -0.98738 -2.61252 -0.573 -0.937 -1.424
C 4.03062 1.31063 -1.97252 -4.028 0.955 -0.320
O 3.74962 0.64663 -0.69552 0.650 -0.500 -2.495
H 4.95862 1.72563 -1.98352 2.802 1.175 0.267
H 3.27062 2.19163 -2.13052 1.421 -1.448 0.434
H 3.94862 0.76963 -2.95952 -0.227 -0.597 1.653
H 3.48962 1.31762 -0.07652 -0.082 0.509 0.483
C 2.76262 -0.91937 3.51848 0.400 0.758 -1.556
O 3.49862 -0.75137 2.29948 -1.302 -0.115 -1.321
H 3.48862 -1.29338 4.18948 0.476 -0.686 1.041
H 1.91162 -1.58938 3.40548 0.072 -0.056 0.102
H 2.46462 0.06263 3.87748 -0.449 0.090 0.167
H 2.87762 -0.82738 1.50248 0.870 -0.128 1.449
C -3.27138 0.66163 0.23248 -1.104 0.552 1.579
O -3.19438 0.52962 -1.15952 2.035 0.074 -0.200
H -2.31738 0.88162 0.72148 0.079 -0.127 -0.593
H -3.68038 -0.24138 0.70648 0.079 0.136 -0.138
H -3.92338 1.50962 0.48548 0.007 -0.194 0.083
H -4.05138 0.51462 -1.53452 -1.277 -0.078 -0.518
```
Positions in Å, forces in eV/Å.



Density functional theory data (ωB97M-V/def2-TZVPD) for 8 unconnected molecules or ions with the total composition C10H36O13 at a distorted geometry.

Output
Relative energy (zero: lowest compared OMol25 entry of this formula, charge and spin) = 188.2 kJ/mol
Net charge = 0
E_HOMO = -9.6 eV
Spin multiplicity = 1
Structure (SMILES) = OCCO.OCCO.OCCO.OCCO.OCCO.O.O.O
Frontier orbital gap = 0.3468 Eh
LUMO level = -0.0069 Eh

```
59
Properties=species:S:1:pos:R:3:forces:R:3
O 2.10409 5.56050 0.55018 -0.082 1.177 0.397
C 1.81348 4.35962 -0.07473 2.579 -1.483 0.313
C 2.60250 3.21572 0.69161 -2.219 -0.056 -0.678
O 2.26350 1.96374 0.10950 2.353 -0.208 -0.139
H 2.82941 5.88823 0.04393 0.836 0.934 -0.016
H 0.77927 4.26340 -0.05306 -1.855 -0.837 0.201
H 2.10821 4.36589 -1.13352 0.046 -0.104 0.115
H 2.29957 3.23484 1.76465 0.287 0.166 -0.540
H 3.68226 3.30526 0.61043 0.017 0.308 -0.033
H 1.33521 1.90959 -0.00856 -1.101 0.286 0.079
O -2.68525 -5.45988 1.58534 1.622 1.571 2.438
C -2.04063 -4.61485 0.63671 -1.228 -1.898 -0.692
C -0.94465 -3.74883 1.17452 -1.898 0.278 1.620
O -0.61580 -2.86328 0.17635 0.663 0.878 -1.295
H -3.39120 -5.93499 1.21517 -1.249 -0.760 -1.063
H -1.73346 -5.35563 -0.07631 1.047 0.297 -1.050
H -2.78355 -4.00265 0.14854 -0.196 0.533 -0.159
H -0.10770 -4.27439 1.53060 1.160 -0.990 0.440
H -1.37952 -3.20177 2.02005 0.074 -0.047 0.304
H -0.02239 -2.12028 0.47363 -0.325 -0.410 -0.172
O -0.20888 2.18636 0.97471 -1.943 3.665 -0.147
C -0.62321 2.73412 2.22422 2.065 2.208 0.144
C -0.92319 4.27029 2.09400 -1.353 -0.355 -0.144
O -1.81887 4.67420 3.15673 0.126 -1.066 -0.107
H 0.00373 1.30751 1.08437 0.905 -3.082 0.657
H -1.44312 2.23015 2.65235 -1.190 -0.579 0.387
H 0.22945 2.69747 2.92263 -0.307 -0.391 0.034
H -1.43604 4.43848 1.13545 0.180 -0.058 0.029
H -0.05189 4.90399 2.13178 0.614 -0.149 -0.120
H -1.76928 5.60977 3.35978 0.332 0.056 -0.304
O 0.34975 2.81587 -3.66367 0.901 0.912 -0.613
C 0.20031 1.80954 -2.69796 1.963 -1.450 -0.747
C -0.99391 0.93538 -2.91349 0.550 0.184 -0.323
O -0.92151 0.01581 -1.85886 0.495 -0.305 0.150
H 1.29467 2.80185 -3.96306 -1.547 0.163 0.454
H 1.09526 1.15401 -2.89000 -0.700 0.184 1.110
H 0.14344 2.12851 -1.65363 0.285 0.502 -0.190
H -0.96043 0.47814 -3.90321 -0.061 -0.227 0.010
H -1.85842 1.54482 -2.83859 -1.178 0.533 0.001
H -1.78301 -0.32982 -1.61615 -0.571 -0.445 0.078
O 3.49336 -2.78413 -1.26152 1.418 0.889 0.131
C 2.19145 -3.17217 -0.92548 1.581 -0.380 -0.287
C 2.07297 -4.65003 -1.31987 0.415 1.069 0.422
O 0.78366 -4.97373 -1.01179 -1.705 -3.057 0.041
H 3.67052 -1.88908 -0.92527 -0.115 -0.491 -0.196
H 2.05883 -3.12808 0.15513 -0.236 0.084 0.240
H 1.53905 -2.45162 -1.41675 -0.798 -0.591 -0.133
H 2.80204 -5.30777 -0.76210 -0.556 0.879 -0.320
H 2.20416 -4.85483 -2.37585 0.447 0.345 -0.369
H 0.24063 -4.28790 -0.66313 -0.078 1.243 0.099
O -2.14901 -0.38549 1.79539 0.078 1.350 -0.644
H -2.60934 -1.06549 2.26014 -0.598 -0.607 0.593
H -2.79511 0.28514 1.49731 0.415 -0.548 0.359
O -2.77419 -1.60187 -0.81304 0.256 -0.185 -1.102
H -3.32116 -1.40914 -0.06867 -0.371 0.069 0.704
H -2.00201 -2.12377 -0.49457 -0.199 0.185 0.091
O 0.33116 -0.48654 0.56918 1.129 -0.218 0.781
H -0.52104 -0.35724 0.97303 -1.068 -0.222 0.664
H 0.14584 -0.25293 -0.33455 -0.114 0.249 -1.502
```
Positions in Å, forces in eV/Å.



Density functional theory data (ωB97M-V/def2-TZVPD) for a molecular structure, C10H37Br2ClN14O12P2S2Si2 at a distorted geometry.

Output
Net charge = 0
E_HOMO = -8.8 eV
Spin multiplicity = 1
Frontier orbital gap = 0.3082 Eh
LUMO level = -0.0138 Eh

```
82
Properties=species:S:1:pos:R:3:forces:R:3
C 1.54492 1.24418 3.52713 0.759 0.130 -0.745
C 0.91021 0.49927 2.30528 -1.882 0.753 0.509
Br 1.99623 -0.77704 1.27847 -0.663 1.093 1.064
C -0.41113 0.71896 1.94676 2.034 -0.896 -0.445
Br -1.10622 -0.31167 0.39049 0.071 0.762 1.312
Si -1.64382 1.86058 2.80839 1.467 -0.167 0.786
O -0.95635 3.04133 3.84306 -1.124 0.059 -2.829
Si -0.65867 4.57341 3.10473 2.046 -0.100 0.414
Cl 0.87514 4.47299 1.61953 -1.463 -0.075 1.209
P -2.94563 2.72815 1.19554 -1.897 0.411 -3.080
O -3.96004 1.44678 0.67798 0.767 1.870 1.284
O -3.98852 3.93766 1.75248 1.507 -1.941 0.384
S -1.91883 3.25211 -0.39178 -0.460 0.131 1.121
P -3.03972 0.61505 4.04429 -0.784 -0.534 2.063
O -4.50927 1.49128 4.11586 1.340 -2.207 -1.364
O -3.25883 -0.93214 3.40792 0.142 2.134 0.227
S -2.33871 0.57077 5.86402 -0.218 0.053 -0.806
H 0.86288 1.30168 4.42510 0.649 -0.356 -1.173
H 2.52832 0.76184 3.80419 -1.259 0.436 -0.243
H 1.80023 2.29569 3.17764 -0.221 -1.237 0.372
H -1.85358 5.25474 2.61745 -0.256 -0.353 -0.292
H -0.08982 5.42956 4.16727 -0.068 -0.300 -0.036
H -4.14762 1.67509 -0.25635 0.203 -0.263 0.394
H -3.91896 3.90748 2.72985 -0.463 0.232 -0.422
H -5.10749 1.17125 3.40421 0.220 0.391 0.287
H -2.36751 -1.27510 3.17742 -0.313 0.188 0.099
C 4.20592 3.09863 0.67268 -0.201 -0.267 0.090
O 3.73847 3.28984 1.78961 0.139 0.006 -0.042
N 3.93054 1.98850 -0.05472 -0.085 -0.109 -0.034
N 5.04206 3.98579 0.06888 0.308 0.525 0.032
H 4.30276 1.80974 -0.97075 -0.013 -0.144 0.028
H 3.31628 1.31116 0.35990 0.061 0.004 -0.111
H 5.26909 4.82122 0.57827 -0.033 -0.086 -0.054
H 5.43558 3.84952 -0.84323 -0.063 -0.058 0.029
C 0.39906 -2.41340 4.85492 -0.103 -0.006 0.202
O 0.42914 -1.39654 4.17411 -0.149 -0.169 -0.025
N 1.14634 -3.51058 4.56348 0.361 -0.194 -0.344
N -0.38469 -2.52775 5.95732 -0.270 0.198 0.221
H 1.13678 -4.35312 5.10687 -0.031 0.058 0.009
H 1.73834 -3.45963 3.75269 -0.056 0.001 0.076
H -0.95291 -1.73161 6.20151 -0.006 -0.007 -0.056
H -0.42644 -3.34976 6.53000 0.040 0.000 -0.065
C -5.66150 -4.21734 2.57384 0.269 -0.106 -0.167
O -4.88599 -4.85846 1.88031 -0.130 0.079 0.117
N -6.95537 -4.59475 2.76550 -0.450 -0.336 -0.066
N -5.29799 -3.07404 3.21215 0.313 0.153 0.034
H -7.60817 -4.08439 3.32967 0.057 0.002 -0.017
H -7.25965 -5.43601 2.30827 0.032 0.091 0.041
H -4.34844 -2.76391 3.09334 -0.252 0.065 0.066
H -5.91731 -2.53310 3.78558 0.032 -0.036 -0.007
C 4.70916 -1.79466 -2.10744 0.043 0.375 -0.140
O 4.77519 -0.57517 -2.13953 -0.040 -0.169 0.119
N 4.16641 -2.46888 -1.05587 -0.215 -0.105 0.435
N 5.16998 -2.58140 -3.11547 0.317 -0.004 -0.499
H 4.10012 -3.46784 -1.00427 0.013 0.047 -0.040
H 3.81626 -1.91539 -0.29601 0.092 -0.040 -0.049
H 5.57919 -2.11679 -3.91330 -0.134 0.051 -0.038
H 5.12377 -3.58267 -3.10584 -0.037 0.051 0.121
C 5.18866 -2.16715 -7.10556 0.067 0.328 0.193
O 5.54639 -1.34006 -6.27982 0.000 -0.281 0.003
N 4.83709 -1.82746 -8.37327 -0.041 0.300 -0.367
N 5.11121 -3.49732 -6.82831 0.059 -0.421 0.254
H 4.54046 -2.48791 -9.06671 0.001 0.009 0.057
H 4.88133 -0.85313 -8.61522 -0.019 -0.093 0.037
H 5.36312 -3.78741 -5.90121 -0.039 0.000 -0.113
H 4.81991 -4.19014 -7.49199 -0.006 0.052 0.019
C -2.00441 -2.71894 -3.69359 -0.104 0.028 -0.378
O -2.30547 -2.81599 -4.87379 0.051 -0.012 0.189
N -1.78270 -3.80362 -2.90264 0.099 -0.516 0.131
N -1.86544 -1.51966 -3.06893 -0.061 0.460 0.023
H -1.53555 -3.74638 -1.93227 -0.048 0.035 -0.033
H -1.87677 -4.70810 -3.32915 -0.018 0.098 0.047
H -2.02160 -0.69412 -3.62026 0.062 -0.059 0.069
H -1.61878 -1.41950 -2.10216 0.028 -0.021 -0.086
C -1.54752 4.93786 -3.78865 0.264 -0.227 0.308
O -0.65734 4.40896 -3.14236 -0.127 0.098 -0.175
N -1.29855 5.71990 -4.87471 0.295 0.289 -0.408
N -2.86362 4.79117 -3.47850 -0.458 -0.195 0.199
H -2.01377 6.16366 -5.41922 0.008 -0.035 0.048
H -0.33668 5.85099 -5.13361 -0.097 -0.022 0.038
H -3.08547 4.22007 -2.67970 0.060 0.095 -0.009
H -3.60993 5.21654 -3.99535 0.072 0.008 -0.006
```
Positions in Å, forces in eV/Å.



Q: Which value of E_HOMO does entry 2 give?
A: -8.9 eV



Q: Which value of E_HOMO does entry 4 give?
A: -8.8 eV



Q: Among the records above, which one has the lowest LUMO level?
A: C10H37Br2ClN14O12P2S2Si2